No. 1
Computed, not measured: a molecular structure, CH5NO2S in a non-equilibrium geometry, with wB97M-V/def2-TZVPD.

ORCA input file:
```
! RIJCOSX wB97M-V def2-TZVPD def2/J DEFGRID3
* xyz 0 1
C -0.16 -1.38 -0.09
N 0.25 1.72 0.77
O -1.51 0.65 -1.40
O -2.41 -0.03 0.83
S -1.30 0.15 -0.03
H -0.53 -2.07 -0.85
H 0.67 -1.09 -0.55
H -0.07 -1.94 0.79
H -0.54 2.31 1.04
H 0.43 1.99 -0.17
*
```

As for the gap between HOMO and LUMO (alpha / beta): 9.219 / 9.217 eV. The value obtained for the molar mass is 95.12 u. The value obtained for the HOMO energy (alpha / beta) is -10.07 / -10.07 eV. The relative energy (zero: lowest compared OMol25 entry of this formula, charge and spin) comes out at 84.10 kcal per mole.

No. 2
Computed, not measured: CH5NO2S in the gas phase in a non-equilibrium geometry, with wB97M-V/def2-TZVPD.

ORCA input file:
```
! RIJCOSX wB97M-V def2-TZVPD def2/J DEFGRID3
* xyz 0 1
C 1.19 -0.84 -0.54
N 0.53 0.44 -0.73
O -0.95 2.18 0.33
O -1.90 0.10 0.67
S -0.50 0.81 0.33
H 1.26 -0.98 0.48
H 0.51 -1.69 -0.92
H 2.25 -0.74 -1.09
H -2.43 0.20 -0.09
H 0.05 0.52 1.56
*
```

As for the gap between HOMO and LUMO: 10.566 eV. The value obtained for the molar mass is 95.12 u. The value obtained for the HOMO energy is -9.94 eV. The relative energy (zero: lowest compared OMol25 entry of this formula, charge and spin) comes out at 84.58 kcal per mole.

No. 3
Computed, not measured: CH5NO2S2 in the gas phase in a non-equilibrium geometry, with wB97M-V/def2-TZVPD.

ORCA input file:
```
! RIJCOSX wB97M-V def2-TZVPD def2/J DEFGRID3
* xyz 0 1
C -1.23 -0.82 0.52
N 1.20 0.54 0.01
O 1.10 -1.77 -0.72
O -0.24 0.02 -1.99
S 0.42 2.09 0.27
S 0.27 -0.57 -0.76
H -2.06 -0.25 0.22
H -1.57 -1.93 0.60
H -0.91 -0.39 1.55
H 1.72 0.27 0.84
H 1.31 2.82 -0.53
*
```

As for the gap between HOMO and LUMO: 10.641 eV. The value obtained for the molar mass is 127.19 u. The value obtained for the HOMO energy is -10.21 eV. The relative energy (zero: lowest compared OMol25 entry of this formula, charge and spin) comes out at 56.37 kcal per mole.

No. 4
Computed, not measured: 2 unconnected molecules or ions with the total composition CH5NO4P in a non-equilibrium geometry, with wB97M-V/def2-TZVPD.

ORCA input file:
```
! RIJCOSX wB97M-V def2-TZVPD def2/J DEFGRID3
* xyz -1 1
C -0.26 1.58 -1.36
N 0.42 1.14 2.29
O 1.22 -0.66 -1.93
O 0.67 -1.54 0.36
O -1.13 -1.20 -1.43
O -1.37 1.64 -1.68
P 0.26 -0.39 -0.85
H -0.48 1.34 1.87
H 0.94 0.55 1.78
H 1.07 -2.26 -0.16
H 0.27 0.67 3.24
H -1.61 -0.86 -2.14
*
```

As for the gap between HOMO and LUMO: 7.239 eV. The value obtained for the molar mass is 126.03 u. The value obtained for the HOMO energy is -3.22 eV. The relative energy (zero: lowest compared OMol25 entry of this formula, charge and spin) comes out at 49.87 kcal per mole.

No. 5
Computed, not measured: a gas-phase ion, CH5NOP (charge -1) in a non-equilibrium geometry, with wB97M-V/def2-TZVPD.

ORCA input file:
```
! RIJCOSX wB97M-V def2-TZVPD def2/J DEFGRID3
* xyz -1 1
C -0.94 0.59 -0.06
N 1.79 0.36 -0.01
O 3.02 0.08 -0.06
P 0.47 -0.54 -0.07
H -1.69 0.47 0.88
H -0.80 1.73 -0.02
H -1.65 0.37 -0.84
H 0.00 -1.55 1.03
H -0.19 -1.52 -0.84
*
```

As for the gap between HOMO and LUMO: 5.389 eV. The value obtained for the molar mass is 78.03 u. The value obtained for the HOMO energy is -0.99 eV. The relative energy (zero: lowest compared OMol25 entry of this formula, charge and spin) comes out at 113.02 kcal per mole.

No. 6
Computed, not measured: 2 unconnected molecules or ions with the total composition CH5NSi2 in a non-equilibrium geometry, with wB97M-V/def2-TZVPD.

ORCA input file:
```
! RIJCOSX wB97M-V def2-TZVPD def2/J DEFGRID3
* xyz 0 1
C -2.53 -0.69 0.16
N -3.16 -1.62 0.41
Si 1.66 -0.03 -0.08
Si -1.82 1.04 0.21
H 3.02 -0.15 0.64
H 1.24 -1.14 -0.92
H 1.51 1.24 -0.80
H -0.80 0.97 -0.79
H 0.87 0.38 1.18
*
```

As for the gap between HOMO and LUMO: 7.799 eV. The value obtained for the molar mass is 87.23 u. The value obtained for the HOMO energy is -9.50 eV. The relative energy (zero: lowest compared OMol25 entry of this formula, charge and spin) comes out at 45.85 kcal per mole.